Entry 1:
56
Properties=species:S:1:pos:R:3 method="wB97M-V/def2-TZVPD" de_lowest_kj_mol=408.4 orbital_gap_ev="5.30 / 6.47" total_charge=-1 spin_multiplicity=2 e_lumo_ev="2.6 / 2.6" mol_weight_g_mol=670.03
Ta -0.749 0.060 0.266
O -3.420 -0.551 -2.886
C -2.652 -1.132 -1.869
O -1.773 -0.255 -1.384
C -3.596 -1.720 -0.804
O -3.447 -0.992 0.400
C -3.523 -1.815 1.545
C -2.243 -2.617 1.742
O -2.289 -3.540 2.560
O -1.232 -2.224 1.071
H -2.832 0.078 -3.322
H -3.363 -2.775 -0.643
H -4.620 -1.629 -1.171
H -4.387 -2.482 1.502
H -3.641 -1.153 2.405
O 0.731 -1.395 -1.434
N 0.541 -1.064 -2.652
C 1.383 -0.148 -3.188
C 1.257 0.266 -4.497
C 0.246 -0.246 -5.288
C -0.636 -1.147 -4.718
C -0.506 -1.559 -3.397
S -1.661 -2.607 -2.607
H 2.114 0.217 -2.483
H 1.957 0.999 -4.874
H 0.134 0.062 -6.319
H -1.467 -1.556 -5.277
N 2.888 -3.093 1.889
C 4.051 -2.361 1.781
C 3.654 -1.137 1.333
N 2.287 -1.103 1.161
C 1.859 -2.291 1.505
H 2.803 -4.048 2.184
H 5.016 -2.768 2.028
H 4.267 -0.274 1.123
H 0.825 -2.624 1.485
C -0.417 -0.184 3.445
O -0.425 0.146 2.086
H -0.892 -1.155 3.602
H -0.947 0.579 4.019
H 0.618 -0.233 3.791
C 1.966 4.387 -0.026
Ge 0.763 3.082 0.832
C -0.603 4.180 1.716
C 1.844 2.322 2.294
C 0.093 1.762 -0.372
H 2.286 5.142 0.699
H 1.481 4.894 -0.865
H 2.856 3.875 -0.404
H -0.128 4.892 2.398
H -1.280 3.539 2.285
H -1.193 4.736 0.983
H 2.746 2.920 2.455
H 2.125 1.299 2.039
H 1.276 2.293 3.227
H -0.144 2.146 -1.371



Entry 2:
19
Properties=species:S:1:pos:R:3 method="wB97M-V/def2-TZVPD" de_lowest_kj_mol=62.6 orbital_gap_ev=3.78 total_charge=-1 e_lumo_ev=1.4 mol_weight_g_mol=301.07
Cs 0.699 1.879 -1.217
S 2.158 4.622 0.711
O 2.498 4.600 2.150
O 2.573 5.910 0.148
O 2.959 3.571 0.046
O 0.764 4.354 0.474
C -1.996 -1.834 -0.046
C -1.052 -2.782 -0.784
C 0.351 -2.143 -0.668
O 0.081 -0.839 -0.196
C -1.053 -0.896 0.667
H -2.677 -2.290 0.672
H -2.769 -1.499 -0.738
H -1.295 -2.821 -1.846
H -1.028 -3.780 -0.345
H 0.904 -2.255 -1.600
H 1.020 -2.604 0.059
H -1.407 0.110 0.891
H -0.725 -1.303 1.623



Entry 3:
34
Properties=species:S:1:pos:R:3 method="wB97M-V/def2-TZVPD" de_lowest_kj_mol=0.0 orbital_gap_ev=5.52 total_charge=+2 e_lumo_ev=-9.1 mol_weight_g_mol=933.19
Re 8.855 -16.669 -2.729
S 7.266 -18.128 -1.700
C 8.332 -18.036 -0.379
C 7.837 -18.139 0.951
N 7.289 -17.981 1.935
C 9.698 -17.694 -0.579
S 10.551 -17.973 -2.071
C 10.312 -16.985 0.504
N 10.792 -16.365 1.347
Se 11.428 -16.226 -7.310
Sb 9.624 -15.597 -5.965
Se 9.645 -14.715 -3.646
Se 8.120 -17.528 -4.693
Se 9.760 -14.614 -8.117
N 0.892 -12.160 2.018
C 1.911 -12.393 1.509
C 3.218 -12.773 1.116
C 3.595 -14.068 1.422
C 4.886 -14.424 1.055
C 5.657 -13.492 0.402
C 5.265 -12.184 0.187
C 4.031 -11.778 0.566
N 6.841 -14.006 -0.205
C 8.076 -13.439 -0.188
C 8.884 -14.293 -0.909
N 8.059 -15.312 -1.424
C 6.803 -15.036 -1.008
H 2.864 -14.739 1.893
H 5.288 -15.416 1.291
H 5.997 -11.536 -0.193
H 3.674 -10.776 0.385
H 8.257 -12.599 0.533
H 9.930 -14.291 -1.063
H 5.858 -15.654 -1.152



Entry 4:
118
Properties=species:S:1:pos:R:3 method="wB97M-V/def2-TZVPD" orbital_gap_ev=8.76 total_charge=+1 e_lumo_ev=-3.5 mol_weight_g_mol=930.81
C -6.203 -1.909 -1.290
C -6.310 -2.485 -2.788
C -5.031 -1.958 -3.585
C -5.350 -0.964 -4.789
C -6.323 0.238 -4.419
C -5.617 1.358 -3.499
C -4.617 2.196 -4.435
N -3.485 2.764 -3.622
C -2.252 2.915 -4.050
N -1.922 2.534 -5.431
N -1.162 3.476 -3.297
C -0.864 4.889 -3.646
O 0.521 5.046 -4.021
C 0.781 4.356 -5.268
C -1.251 3.212 -1.840
C 0.091 2.639 -1.192
O -0.103 2.672 0.247
C 0.302 1.085 -1.547
F 1.665 0.879 -1.788
F -0.398 0.692 -2.687
F -0.051 0.240 -0.513
H -5.193 -2.215 -0.855
H -6.991 -2.445 -0.677
H -6.368 -0.793 -1.239
H -7.306 -2.183 -3.230
H -6.285 -3.625 -2.727
H -4.502 -2.870 -4.015
H -4.301 -1.501 -2.839
H -5.857 -1.565 -5.621
H -4.348 -0.638 -5.225
H -6.686 0.694 -5.404
H -7.264 -0.162 -3.916
H -6.429 2.024 -3.059
H -5.012 0.820 -2.701
H -4.269 1.482 -5.238
H -5.175 3.028 -4.982
H -3.740 3.041 -2.662
H -1.807 1.519 -5.511
H -2.608 2.914 -6.087
H -1.455 5.121 -4.603
H -1.195 5.654 -2.885
H 0.797 3.220 -5.138
H 0.043 4.669 -6.086
H 1.819 4.617 -5.666
H -2.079 2.479 -1.544
H -1.487 4.184 -1.307
H 0.991 3.274 -1.437
H -0.636 3.451 0.492
C 3.341 -1.900 0.456
C 3.889 -1.205 -0.747
O 5.185 -1.771 -0.880
C 5.159 -2.983 -0.267
O 6.041 -3.786 -0.331
O 4.007 -3.159 0.434
H 2.259 -2.031 0.403
H 3.591 -1.386 1.386
H 3.314 -1.419 -1.653
H 3.949 -0.126 -0.612
C -6.872 1.244 0.832
C -6.972 2.654 1.334
O -5.671 3.176 1.076
C -5.134 2.438 0.077
O -4.115 2.716 -0.500
O -5.890 1.347 -0.196
H -7.817 0.874 0.433
H -6.513 0.549 1.595
H -7.706 3.246 0.780
H -7.208 2.703 2.397
C 7.665 -3.040 2.614
C 8.079 -4.374 3.156
O 8.089 -4.154 4.566
C 7.251 -3.113 4.814
O 6.894 -2.775 5.905
O 6.867 -2.503 3.664
H 7.089 -3.123 1.695
H 8.518 -2.378 2.441
H 7.359 -5.163 2.927
H 9.064 -4.680 2.803
C 2.422 1.859 3.475
C 3.255 3.055 3.121
O 4.458 2.473 2.635
C 4.160 1.222 2.209
O 4.912 0.524 1.591
O 2.894 0.863 2.573
H 1.355 2.035 3.335
H 2.594 1.517 4.500
H 2.806 3.656 2.324
H 3.452 3.696 3.980
C -1.499 -4.512 -2.325
C -1.874 -4.719 -0.887
O -3.289 -4.570 -0.903
C -3.709 -4.845 -2.166
O -4.854 -4.975 -2.481
O -2.659 -4.954 -3.022
H -0.625 -5.094 -2.617
H -1.322 -3.460 -2.565
H -1.628 -5.722 -0.529
H -1.413 -3.985 -0.225
C 7.350 0.639 5.640
C 8.024 1.415 6.730
O 7.661 2.761 6.433
C 6.514 2.716 5.705
O 5.849 3.672 5.433
O 6.219 1.446 5.326
H 7.040 -0.355 5.963
H 7.975 0.542 4.747
H 7.646 1.158 7.724
H 9.108 1.293 6.722
C 1.639 -2.150 3.927
C 1.236 -2.411 5.348
O -0.177 -2.233 5.314
C -0.579 -2.446 4.032
O -1.719 -2.539 3.689
O 0.486 -2.539 3.190
H 2.508 -2.736 3.626
H 1.842 -1.092 3.736
H 1.457 -3.433 5.666
H 1.699 -1.715 6.048



Entry 5:
29
Properties=species:S:1:pos:R:3 method="wB97M-V/def2-TZVPD" smiles=Cc1ccccc1.CC(C)C de_lowest_kj_mol=98.8 orbital_gap_ev=10.07 total_charge=0 e_lumo_ev=1.0 mol_weight_g_mol=150.27
C 1.835 1.379 1.868
C 0.454 1.247 1.378
C -0.010 2.291 0.528
C -1.277 2.267 -0.030
C -2.177 1.279 0.399
C -1.836 0.331 1.325
C -0.508 0.364 1.789
H 2.305 0.394 2.014
H 1.955 1.866 2.841
H 2.527 1.895 1.203
H 0.647 3.092 0.207
H -1.539 2.860 -0.894
H -3.056 1.225 -0.242
H -2.476 -0.520 1.500
H -0.353 -0.422 2.529
C 0.525 -2.340 -0.164
C 1.017 -1.837 -1.536
C 0.678 -2.903 -2.584
C 0.343 -0.540 -1.917
H 0.903 -3.347 -0.017
H -0.537 -2.121 -0.077
H 0.982 -1.706 0.603
H 2.095 -1.637 -1.536
H -0.414 -2.847 -2.636
H 1.151 -2.766 -3.566
H 1.014 -3.929 -2.415
H 0.804 0.401 -1.630
H 0.414 -0.470 -3.023
H -0.743 -0.527 -1.805



Entry 6:
174
Properties=species:S:1:pos:R:3 method="wB97M-V/def2-TZVPD" orbital_gap_ev=9.69 total_charge=+1 e_lumo_ev=-1.4 mol_weight_g_mol=1424.84
C -0.332 -2.293 1.547
C -0.390 -2.042 0.064
N 0.867 -1.611 -0.491
C 1.858 -2.652 -0.429
C 0.644 -1.215 -1.872
C 0.228 -2.321 -2.774
C 1.345 -0.435 0.223
C 0.437 0.757 0.087
O -0.840 0.470 0.477
C -1.783 1.395 -0.066
H -1.351 -2.500 1.864
H 0.029 -1.424 2.091
H 0.322 -3.138 1.746
H -1.113 -1.285 -0.215
H -0.739 -2.924 -0.475
H 1.459 -3.490 -1.000
H 2.036 -3.002 0.581
H 2.776 -2.307 -0.895
H 1.501 -0.659 -2.237
H -0.193 -0.522 -1.828
H -0.153 -1.816 -3.671
H -0.542 -2.997 -2.420
H 1.059 -2.895 -3.195
H 2.359 -0.260 -0.128
H 1.447 -0.685 1.279
H 0.477 1.080 -0.969
H 0.931 1.561 0.663
H -1.457 2.384 0.240
H -2.729 1.143 0.385
H -1.834 1.276 -1.149
C 4.799 -1.365 2.904
O 4.658 -0.904 1.803
N 4.867 -2.663 3.168
C 5.104 -3.265 4.466
C 4.728 -3.630 2.102
H 4.887 -0.744 3.804
H 4.220 -3.682 4.946
H 5.576 -2.536 5.131
H 5.862 -4.043 4.349
H 4.602 -3.057 1.174
H 5.692 -4.101 1.886
H 3.884 -4.286 2.279
C 1.182 4.298 1.755
O 0.694 5.139 1.043
N 2.496 4.235 2.097
C 2.938 3.334 3.132
C 3.459 5.202 1.645
H 0.606 3.466 2.187
H 2.126 2.658 3.392
H 3.264 3.919 3.992
H 3.776 2.720 2.788
H 3.851 5.917 2.383
H 4.378 4.706 1.277
H 3.076 5.780 0.805
C -1.469 -5.618 -1.012
O -1.218 -4.423 -1.049
N -2.283 -6.207 -0.120
C -3.001 -5.396 0.824
C -2.609 -7.587 -0.245
H -1.025 -6.342 -1.713
H -2.377 -4.530 1.047
H -3.031 -5.941 1.762
H -3.950 -5.112 0.390
H -2.089 -8.235 0.463
H -3.684 -7.748 -0.111
H -2.423 -7.937 -1.261
C 4.167 -1.210 -3.333
O 3.644 -2.336 -3.255
N 5.119 -0.727 -2.482
C 5.780 -1.550 -1.481
C 5.706 0.547 -2.744
H 3.910 -0.428 -4.073
H 5.261 -2.484 -1.296
H 5.976 -0.960 -0.590
H 6.748 -1.909 -1.888
H 5.114 1.202 -3.374
H 5.889 1.074 -1.812
H 6.693 0.423 -3.219
C -2.117 -4.835 4.034
O -1.867 -3.636 4.111
N -1.180 -5.805 3.869
C -1.538 -7.216 3.939
C 0.153 -5.402 3.471
H -3.139 -5.241 4.057
H -1.471 -7.685 2.942
H -2.568 -7.388 4.245
H -0.890 -7.746 4.639
H 0.402 -4.444 3.919
H 0.887 -6.144 3.773
H 0.152 -5.173 2.398
C 1.680 2.224 -4.039
O 1.147 1.094 -3.922
N 1.253 3.374 -3.492
C 2.103 4.544 -3.640
C 0.093 3.582 -2.681
H 2.607 2.306 -4.639
H 2.732 4.625 -2.744
H 1.515 5.455 -3.735
H 2.754 4.507 -4.511
H -0.542 2.699 -2.646
H 0.416 3.739 -1.639
H -0.495 4.445 -2.981
C -4.787 2.569 1.418
C -5.697 2.896 2.588
C -5.469 4.257 3.220
C -4.203 4.334 3.926
N -3.222 4.466 4.446
H -3.748 2.895 1.520
H -5.083 3.125 0.519
H -4.845 1.498 1.231
H -5.531 2.145 3.376
H -6.749 2.755 2.340
H -6.283 4.502 3.895
H -5.410 5.000 2.419
C -3.478 -1.156 0.765
C -3.673 -1.271 2.293
C -5.126 -1.624 2.721
C -5.561 -2.870 2.149
N -5.894 -3.801 1.689
H -4.306 -0.610 0.304
H -3.382 -2.119 0.252
H -2.519 -0.679 0.528
H -3.257 -0.429 2.842
H -3.105 -2.160 2.615
H -5.816 -0.838 2.403
H -5.104 -1.666 3.811
C -4.273 1.016 -6.016
C -3.610 2.120 -5.182
C -2.364 1.705 -4.425
C -2.581 0.608 -3.473
N -2.705 -0.251 -2.747
H -4.557 0.162 -5.392
H -3.643 0.667 -6.838
H -5.206 1.355 -6.470
H -4.382 2.607 -4.585
H -3.287 2.908 -5.879
H -2.045 2.573 -3.839
H -1.537 1.381 -5.059
C -2.966 8.334 -0.728
C -2.883 6.812 -0.564
C -3.404 6.141 -1.837
C -3.356 4.686 -1.755
N -3.308 3.536 -1.660
H -2.130 8.705 -1.334
H -3.049 8.900 0.190
H -3.830 8.599 -1.356
H -3.533 6.552 0.275
H -1.875 6.520 -0.291
H -2.769 6.410 -2.686
H -4.418 6.487 -2.012
Br 7.088 4.061 1.881
C 5.670 2.868 1.258
C 5.293 3.338 -0.119
Br 3.695 2.335 -0.678
H 4.851 2.976 1.953
H 6.051 1.854 1.288
H 6.022 3.267 -0.911
H 4.977 4.373 -0.011
Br 1.529 -3.328 -6.635
C 2.139 -1.562 -6.089
C 1.285 -0.454 -6.626
Br 1.055 -0.460 -8.541
H 3.194 -1.469 -6.333
H 2.091 -1.583 -5.001
H 1.719 0.500 -6.323
H 0.308 -0.477 -6.149
Br 1.760 -2.104 4.609
C 0.228 -1.535 5.689
C -0.785 -0.862 4.838
Br 0.077 0.690 4.016
H 0.584 -0.880 6.483
H -0.061 -2.441 6.212
H -1.616 -0.486 5.428
H -1.175 -1.503 4.058



What did the fifth record say?
29
Properties=species:S:1:pos:R:3 method="wB97M-V/def2-TZVPD" smiles=Cc1ccccc1.CC(C)C de_lowest_kj_mol=98.8 orbital_gap_ev=10.07 total_charge=0 e_lumo_ev=1.0 mol_weight_g_mol=150.27
C 1.835 1.379 1.868
C 0.454 1.247 1.378
C -0.010 2.291 0.528
C -1.277 2.267 -0.030
C -2.177 1.279 0.399
C -1.836 0.331 1.325
C -0.508 0.364 1.789
H 2.305 0.394 2.014
H 1.955 1.866 2.841
H 2.527 1.895 1.203
H 0.647 3.092 0.207
H -1.539 2.860 -0.894
H -3.056 1.225 -0.242
H -2.476 -0.520 1.500
H -0.353 -0.422 2.529
C 0.525 -2.340 -0.164
C 1.017 -1.837 -1.536
C 0.678 -2.903 -2.584
C 0.343 -0.540 -1.917
H 0.903 -3.347 -0.017
H -0.537 -2.121 -0.077
H 0.982 -1.706 0.603
H 2.095 -1.637 -1.536
H -0.414 -2.847 -2.636
H 1.151 -2.766 -3.566
H 1.014 -3.929 -2.415
H 0.804 0.401 -1.630
H 0.414 -0.470 -3.023
H -0.743 -0.527 -1.805